Formula: C81H169FeN9O9
Source: OMol25
Level of theory: the ωB97M-V functional and the def2-TZVPD basis

Atoms and positions in Å:
Fe  2.379  0.829  -3.766
O  5.023  -3.088  0.113
O  2.683  -0.003  -5.679
O  -5.410  -5.636  -1.801
O  3.553  2.114  -2.339
O  -1.989  -4.077  7.576
O  -0.174  2.905  7.647
O  1.116  0.208  -2.192
O  -8.592  0.350  4.099
O  2.616  7.041  -3.545
N  4.543  1.633  -3.124
N  1.210  -0.180  -5.744
N  0.009  0.407  -1.227
N  -4.488  -6.604  -2.266
N  5.030  -4.424  -0.011
N  -0.863  3.774  6.899
N  2.398  7.979  -2.541
N  -7.664  1.021  3.322
N  -1.777  -4.040  6.110
C  3.422  9.093  -2.561
C  -0.912  -1.610  6.446
C  -1.466  -2.627  4.187
C  -7.481  2.377  3.794
C  7.297  1.078  -4.032
C  -0.849  -6.282  5.949
C  -0.527  -4.820  5.788
C  -2.591  -5.474  -1.061
C  2.471  6.482  -0.460
C  6.124  0.931  -1.173
C  -1.177  0.632  -6.162
C  7.393  -4.437  -0.798
C  -7.469  -1.011  1.933
C  -1.856  -2.625  5.673
C  5.938  -6.494  -0.918
C  -5.665  -0.654  3.700
C  1.130  -0.453  0.837
C  -6.649  3.038  2.607
C  2.413  9.721  -0.276
C  0.746  -4.407  6.502
C  -2.659  4.408  5.368
C  -3.323  -2.378  5.845
C  0.442  0.593  -8.106
C  -3.108  -4.862  -3.455
C  -6.114  -8.437  -2.775
C  0.383  0.759  -6.526
C  1.339  4.461  5.854
C  3.827  -6.589  0.351
C  -6.663  2.586  5.101
C  0.847  2.226  -6.268
C  4.656  -7.222  -0.722
C  0.694  -1.615  -5.731
C  -5.894  0.907  1.640
C  -8.845  3.047  3.702
C  2.546  -4.669  -0.446
C  -1.680  1.974  -0.205
C  -4.946  -7.552  -3.317
C  -3.120  -6.018  -2.406
C  3.740  -5.041  0.327
C  5.885  3.796  -2.873
C  -1.374  2.229  5.027
C  0.664  2.720  -0.278
C  4.809  8.578  -2.112
C  5.305  2.741  -3.872
C  1.257  -2.527  -4.678
C  -0.732  2.515  -2.360
C  -0.726  5.978  5.699
C  -1.695  5.381  4.695
C  5.301  -4.628  -2.521
C  5.391  0.566  -2.452
C  1.051  -2.370  -7.085
C  1.362  8.705  -0.264
C  1.605  7.561  -1.276
C  6.502  2.111  -4.694
C  4.321  -0.451  -2.042
C  0.068  4.925  6.562
C  -3.813  -8.675  -3.566
C  -0.374  1.881  -0.996
C  -0.830  -1.665  -5.404
C  0.050  -2.140  -0.741
C  -6.665  0.077  2.727
C  -1.422  -0.551  0.484
C  -2.074  -7.074  -2.734
C  -0.008  -0.601  -0.165
C  3.437  9.787  -4.017
C  3.409  -4.661  1.784
C  6.452  -0.039  -3.388
C  -0.190  -4.744  4.217
C  -5.452  2.291  2.046
C  0.336  5.652  7.874
C  -2.957  2.629  7.011
C  -5.513  -7.077  -4.676
C  4.419  3.458  -4.980
C  0.209  6.917  -1.712
C  -2.475  -7.975  -3.969
C  -1.921  3.241  6.094
C  -1.720  0.913  0.920
C  -0.179  -3.340  3.679
C  2.856  10.193  -1.651
C  5.885  -4.866  -1.134
C  -1.698  -0.802  -6.298
H  -5.633  -5.869  -0.897
H  -9.309  0.200  3.478
H  -2.551  -7.233  -4.763
H  3.984  2.450  -1.550
H  -6.723  3.572  5.559
H  -3.204  3.996  4.519
H  -3.869  2.345  6.485
H  1.332  -3.420  -7.012
H  6.763  3.384  -2.376
H  -8.053  -0.393  1.250
H  -3.285  -4.682  -0.781
H  -4.601  2.142  2.709
H  0.618  2.703  0.811
H  1.739  2.719  -6.655
H  7.882  0.790  -4.906
H  5.504  1.593  -0.569
H  0.921  -1.209  1.594
H  -0.770  1.445  5.483
H  0.058  -2.889  0.052
H  0.927  -2.270  -1.375
H  -1.828  1.191  -6.833
H  3.568  3.877  -4.443
H  -6.935  -7.842  -2.374
H  -3.841  -4.976  -4.254
H  4.032  2.773  -5.734
H  -0.823  -2.344  -1.360
H  2.073  3.958  6.484
H  1.326  8.387  0.779
H  4.155  10.604  -4.082
H  2.872  -7.111  0.294
H  -1.710  -1.052  1.408
H  7.131  1.327  -1.300
H  -1.317  -1.555  4.056
H  -7.184  3.324  1.702
H  -4.719  -7.037  -5.421
H  -2.792  1.706  7.566
H  4.853  -8.263  -0.467
H  -6.444  4.048  2.962
H  -3.300  3.399  7.701
H  6.283  -6.817  -1.900
H  -5.873  -8.775  -1.767
H  1.456  0.655  -8.500
H  -0.989  -5.270  3.695
H  0.087  -2.542  -7.562
H  -0.055  -0.314  -8.450
H  4.269  -4.797  2.440
H  3.223  9.403  0.380
H  -0.021  6.530  5.077
H  -1.096  -1.216  -4.446
H  1.810  5.291  5.326
H  -0.887  1.114  1.595
H  -0.103  1.390  -8.612
H  -4.922  0.013  4.137
H  -1.077  3.547  -2.298
H  0.991  -2.302  -3.646
H  2.692  5.539  -0.959
H  1.793  -1.803  -7.648
H  -6.223  -7.803  -5.071
H  1.637  -5.129  -0.059
H  -1.460  1.090  -5.215
H  3.679  9.151  -4.868
H  -1.251  -0.577  6.363
H  1.695  -4.604  6.003
H  0.636  -2.721  4.056
H  -0.144  7.493  -2.567
H  5.936  -5.161  -3.229
H  2.593  -5.278  2.162
H  -3.605  -2.001  6.828
H  7.251  2.894  -4.809
H  5.301  7.806  -2.705
H  -1.078  -6.658  -2.883
H  -1.697  -8.613  -4.387
H  5.410  -3.630  -2.947
H  7.921  1.579  -3.292
H  -3.411  -3.910  -3.019
H  -5.303  -1.577  3.248
H  -0.541  2.601  4.430
H  1.681  2.372  -0.458
H  -1.145  4.849  3.919
H  2.466  10.158  -4.344
H  6.643  -6.753  -0.129
H  0.806  6.616  7.680
H  0.918  -3.351  6.710
H  2.645  -4.979  -1.487
H  -2.578  1.153  1.548
H  -1.107  -2.698  -5.613
H  2.012  7.248  -4.262
H  -0.001  -3.354  2.604
H  -6.961  1.858  5.856
H  7.127  -0.719  -2.868
H  3.272  6.900  0.150
H  -9.248  3.019  2.690
H  -2.118  -0.735  -0.334
H  -2.104  1.663  4.448
H  -6.616  1.079  0.841
H  2.985  -3.660  1.858
H  -3.637  -9.255  -2.660
H  -6.507  -9.256  -3.378
H  0.921  5.147  8.642
H  0.776  -5.221  4.048
H  5.535  9.378  -2.260
H  4.754  -1.406  -1.743
H  -2.307  -2.943  3.569
H  5.211  -3.077  1.055
H  -6.125  -0.978  4.634
H  -2.471  -6.052  -0.145
H  0.063  2.441  -3.102
H  6.337  0.171  -0.421
H  -2.282  6.192  4.264
H  -0.860  -1.732  7.528
H  -1.808  -7.669  -1.861
H  -8.821  4.126  3.854
H  0.101  -1.570  6.045
H  -8.174  -1.606  2.512
H  8.230  -4.834  -1.373
H  -6.833  -1.551  1.232
H  -9.451  2.510  4.431
H  2.111  10.640  0.226
H  -1.656  -6.515  5.255
H  5.877  -0.474  -4.206
H  -1.314  -6.642  6.867
H  4.452  -6.916  1.182
H  -3.637  -1.618  5.128
H  0.716  -4.966  7.437
H  2.346  -2.494  -4.639
H  -1.572  -1.142  -7.327
H  -4.908  2.814  1.260
H  0.815  2.331  -5.184
H  0.488  5.904  -2.001
H  -3.405  4.921  5.976
H  -2.611  1.832  -0.754
H  6.129  1.845  -5.683
H  1.212  0.559  1.232
H  2.060  -0.708  0.330
H  6.366  4.607  -3.420
H  -5.677  2.197  4.845
H  -2.157  -4.878  -3.989
H  3.636  -0.046  -1.298
H  -4.169  -9.298  -4.386
H  -1.576  -5.114  -1.233
H  1.306  3.780  5.003
H  -4.996  0.360  1.353
H  0.458  9.219  -0.589
H  3.744  10.821  -1.582
H  -0.607  2.937  8.503
H  -1.639  2.027  -2.713
H  3.671  -0.816  -2.838
H  -0.588  5.890  8.401
H  -0.048  -6.883  5.518
H  4.892  4.284  -5.511
H  -2.755  -0.962  -6.085
H  -1.750  2.963  0.249
H  0.973  -3.572  -4.802
H  -0.082  2.708  -6.573
H  4.269  -4.890  -2.753
H  2.406  -3.589  -0.385
H  -1.207  6.721  6.336
H  1.944  5.917  0.309
H  7.613  -4.723  0.230
H  7.654  -3.383  -0.705
H  4.861  8.158  -1.107
H  -6.126  -6.176  -4.653
H  -2.563  -4.840  7.680
H  5.161  4.253  -2.198
H  -0.628  7.077  -1.033
H  2.072  10.778  -2.132
H  -4.046  -3.157  5.603
H  4.014  -7.299  -1.599
H  0.600  3.787  -0.488

Summary:
Electronic energy   -5620.52959 Eh
2S+1   5
Expectation value of S²   6.01
HOMO level (spin up / spin down)   -6.397 / -6.277 eV